112
Properties=species:S:1:pos:R:3:lowdin_charge:R:1 method="wB97M-V/def2-TZVPD" largest_force_ev_per_a=4.269 orbital_gap_ha=0.25522 lumo_ha=-0.12242 charge=+1
K -8.16412 19.21648 -18.00159 0.838
K -5.01571 16.34258 -18.45072 0.798
C -8.28745 16.65581 -20.45381 -0.332
O -7.78461 16.65637 -19.15853 -0.559
H -7.67930 15.99042 -21.06660 0.047
H -9.31410 16.30054 -20.54264 0.048
H -8.27592 17.69299 -20.78881 0.043
C -5.89586 15.02230 -23.36723 -0.008
C -4.71853 15.78584 -22.69733 -0.211
O -4.89518 17.17845 -22.72691 0.020
C -4.52240 17.96330 -21.64499 -0.504
O -3.86716 17.60108 -20.69549 0.040
O -5.13487 19.17204 -21.78666 -0.001
C -4.97203 20.13859 -20.70093 -0.007
H -6.80809 15.56157 -23.11201 0.067
H -5.82326 13.97186 -23.08544 0.073
H -5.80392 15.15509 -24.44520 0.078
H -3.73023 15.65782 -23.13886 0.134
H -4.57031 15.43799 -21.67502 0.097
H -5.29900 21.07668 -21.14943 0.104
H -3.91995 20.27819 -20.45245 0.100
H -5.50075 19.93476 -19.76979 0.071
C -4.62142 11.45313 -14.58249 -0.065
C -4.77428 12.69179 -13.78889 -0.172
O -6.01322 13.45795 -14.14593 0.019
C -6.10342 14.60037 -14.85651 -0.463
O -5.07754 14.97922 -15.45296 0.042
O -7.32685 15.26130 -14.69274 -0.008
C -7.70800 16.40896 -15.39906 -0.076
H -3.78458 10.76547 -14.46026 0.095
H -4.45312 11.73857 -15.62090 0.062
H -5.57654 10.93559 -14.49303 0.090
H -3.89387 13.33079 -13.85722 0.121
H -4.88044 12.45776 -12.72961 0.126
H -7.46388 16.50250 -16.45724 0.055
H -7.20565 17.24461 -14.91180 0.103
H -8.79734 16.44001 -15.37683 0.096
C -7.43122 15.01137 -28.48964 -0.052
C -6.93684 16.34264 -27.86607 -0.207
O -7.75045 16.65103 -26.75658 0.038
C -7.59597 17.72555 -26.05083 -0.616
O -6.77469 18.57436 -26.32952 0.123
O -8.46396 17.66297 -25.02940 0.001
C -8.26150 18.53276 -23.91959 -0.029
H -8.45931 15.09140 -28.84281 0.078
H -7.46548 14.23211 -27.72827 0.069
H -6.75055 14.64650 -29.25884 0.078
H -6.94932 17.08930 -28.66009 0.124
H -5.89637 16.34829 -27.54126 0.124
H -8.34214 17.83694 -23.08447 0.067
H -9.05025 19.28210 -23.85279 0.100
H -7.24670 18.92762 -23.87084 0.090
C -14.05942 21.75060 -16.72481 -0.086
C -12.75914 21.08284 -16.98043 -0.269
O -12.93591 19.68802 -16.80050 0.020
C -11.97998 18.86543 -17.52970 -0.498
O -11.01000 19.20213 -18.20240 0.020
O -12.33636 17.66363 -17.18684 0.035
C -11.49447 16.60663 -17.63068 -0.007
H -14.19119 22.75654 -17.12334 0.083
H -14.32113 21.82762 -15.66950 0.081
H -14.93188 21.28411 -17.18231 0.082
H -12.05604 21.62399 -16.34725 0.121
H -12.44433 21.29713 -18.00174 0.121
H -10.99346 16.84421 -18.56910 0.085
H -12.06567 15.68638 -17.75308 0.102
H -10.73412 16.52060 -16.85442 0.091
C -17.43760 18.19984 -21.36185 -0.052
C -16.04841 18.83418 -21.50135 -0.170
O -15.06771 17.87541 -22.00084 0.039
C -13.95755 17.67229 -21.33312 -0.575
O -13.45864 18.25750 -20.34580 0.080
O -13.39014 16.68988 -22.00821 0.008
C -12.14484 16.09962 -21.59075 -0.009
H -18.19197 18.97198 -21.21076 0.077
H -17.49776 17.48260 -20.54329 0.079
H -17.71984 17.73650 -22.30725 0.079
H -15.60679 19.27604 -20.60813 0.113
H -16.01508 19.59827 -22.27798 0.124
H -11.96081 16.09381 -20.51641 0.074
H -11.37843 16.70990 -22.06854 0.094
H -12.07973 15.11262 -22.04869 0.088
C -2.90121 11.97310 -18.74134 -0.044
C -3.20464 12.83592 -19.99246 -0.164
O -4.57255 12.57903 -20.36783 -0.027
C -4.93339 11.49020 -21.04737 -0.551
O -4.17388 10.60508 -21.45666 0.117
O -6.24786 11.49302 -21.25000 0.025
C -7.13022 12.47329 -20.95785 -0.090
H -1.91037 12.12303 -18.31255 0.082
H -3.09518 10.91823 -18.93559 0.083
H -3.58240 12.22709 -17.92921 0.057
H -2.55191 12.63271 -20.84143 0.132
H -3.17188 13.87983 -19.68056 0.102
H -6.64371 13.38310 -20.60621 0.088
H -7.75585 12.06315 -20.16508 0.090
H -7.72172 12.77000 -21.82398 0.105
C -8.90632 12.24545 -17.18962 -0.056
C -9.21854 13.64733 -17.64968 -0.238
O -10.60223 13.62450 -17.89538 -0.003
C -10.96311 13.24425 -19.19649 -0.488
O -10.13372 13.12254 -20.14331 0.067
O -12.24870 13.01252 -19.25354 0.026
C -12.84985 12.60657 -20.45579 -0.039
H -9.13892 11.46440 -17.91350 0.085
H -9.41028 11.97003 -16.26319 0.086
H -7.83272 12.16029 -17.02164 0.073
H -8.54000 13.84258 -18.48008 0.105
H -9.00445 14.42997 -16.92185 0.106
H -12.68854 11.53601 -20.58220 0.106
H -12.36584 13.03846 -21.33175 0.076
H -13.90558 12.83608 -20.60017 0.106



118
Properties=species:S:1:pos:R:3:lowdin_charge:R:1 method="wB97M-V/def2-TZVPD" largest_force_ev_per_a=4.342 orbital_gap_ha=0.29157 lumo_ha=-0.12119 charge=+1
C 4.94659 4.63599 -0.87752 -0.157
C 5.70156 3.39416 -0.11857 -0.260
C 4.72863 2.12195 0.25901 -0.203
C 5.44149 0.67596 -0.18027 -0.199
C 5.30142 -0.47097 1.00330 -0.214
C 4.82672 -1.94431 0.46266 -0.189
C 3.33861 -1.87031 -0.24674 -0.190
C 2.19996 -1.16724 0.74615 -0.178
C 0.80824 -2.05471 0.78040 -0.205
C -0.52842 -1.13232 1.13994 -0.195
C -1.70454 -1.62252 0.09229 -0.168
C -3.23173 -1.55299 0.77047 -0.147
N -4.03597 -0.38142 0.22078 0.008
C -5.51685 -0.50682 0.55970 -0.066
N -6.14595 -1.64863 0.04751 0.085
C -7.61393 -1.97136 0.21245 -0.165
C -8.49206 -1.56083 -1.13787 -0.220
C -8.58720 0.06837 -1.29274 -0.590
Br -9.56970 1.00058 0.17994 0.552
N -6.33404 0.49049 1.35067 0.105
C -5.35007 1.33460 2.18771 -0.550
O -4.76922 0.40850 3.17316 -0.043
P -6.36739 2.77545 2.98578 0.802
N -5.50950 4.13727 2.81361 -0.307
O -4.39375 1.90117 1.22426 -0.088
C -3.42840 0.89658 0.75303 -0.257
C -2.48622 1.65631 -0.40140 -0.142
C -3.31713 2.05590 -1.75686 -0.695
C -3.87128 3.60989 -1.51347 -0.166
Br -2.15272 2.11436 -3.39209 0.601
H 5.63644 5.57996 -0.98552 0.070
H 3.96262 4.98005 -0.34356 0.070
H 4.66966 4.27716 -1.97553 0.088
H 6.20098 3.83924 0.85644 0.112
H 6.56491 3.02590 -0.83608 0.104
H 3.71937 2.29183 -0.35159 0.108
H 4.43757 2.13009 1.40818 0.112
H 6.61492 0.81838 -0.34425 0.109
H 5.02654 0.29547 -1.21371 0.099
H 6.36008 -0.57798 1.53986 0.124
H 4.57986 -0.01974 1.82096 0.090
H 5.67188 -2.36866 -0.23363 0.103
H 4.74214 -2.66514 1.38100 0.069
H 3.43646 -1.19832 -1.22579 0.107
H 2.96382 -2.92827 -0.64129 0.101
H 2.68660 -1.13074 1.83493 0.107
H 1.96508 -0.08640 0.33392 0.114
H 0.88160 -2.94790 1.53710 0.106
H 0.72066 -2.55110 -0.30161 0.109
H -0.19392 -0.01186 0.99325 0.104
H -0.78249 -1.36086 2.27816 0.120
H -1.47905 -2.77130 -0.13481 0.113
H -1.65748 -1.08194 -0.96027 0.125
H -3.71151 -2.60421 0.56138 0.127
H -3.09384 -1.49110 1.95364 0.135
H -5.57640 -2.33250 -0.53507 0.129
H -8.10523 -1.57629 1.19811 0.115
H -7.68457 -3.16170 0.26990 0.152
H -7.87774 -1.97024 -2.06664 0.130
H -9.53263 -2.10377 -1.17379 0.131
H -7.47785 0.46730 -1.40736 0.077
H -9.17246 0.28561 -2.28987 0.087
H -6.92973 0.02843 2.08867 0.130
H -3.94842 0.77894 3.61233 0.142
H -6.69463 2.43044 4.34560 0.020
H -7.63596 2.88452 2.25697 0.008
H -5.34861 4.49165 3.78213 -0.027
H -2.67797 0.63703 1.62843 0.157
H -2.13590 2.68396 0.09210 0.140
H -1.48882 1.06596 -0.62608 0.098
H -4.26236 1.36782 -1.85026 0.099
H -4.14702 4.09300 -2.55485 0.079
H -4.78458 3.53727 -0.77086 0.084
H -3.06222 4.31032 -1.02675 0.094
C 5.40085 9.82274 1.15229 -0.172
C 5.30421 9.40232 -0.31182 -0.172
O 5.04956 7.99982 -0.28134 -0.214
S 4.17218 7.64940 1.04826 0.659
O 2.78008 7.57602 0.66382 -0.239
O 4.84449 6.59781 1.77529 -0.240
O 4.40890 9.05765 1.83484 -0.192
H 6.37843 9.56531 1.57256 0.134
H 5.21766 10.89202 1.28770 0.138
H 6.22016 9.61594 -0.86785 0.139
H 4.45675 9.88871 -0.80637 0.134
C -2.14369 -4.84853 -4.01617 -0.157
C -1.93237 -3.37616 -3.67384 -0.165
O -3.19997 -2.75840 -3.88442 -0.191
S -4.37713 -3.83386 -3.54072 0.683
O -4.83304 -3.58769 -2.19066 -0.276
O -5.27180 -3.90919 -4.67222 -0.217
O -3.44430 -5.17084 -3.52655 -0.184
H -2.13896 -5.00590 -5.09957 0.140
H -1.39140 -5.49225 -3.55253 0.143
H -1.16721 -2.90899 -4.29838 0.146
H -1.66687 -3.25105 -2.61876 0.113
C 5.37381 -4.11533 -2.77337 -0.165
C 5.55780 -3.95818 -4.28041 -0.167
O 4.36280 -4.47834 -4.85851 -0.189
S 3.11730 -4.19724 -3.84355 0.667
O 2.43682 -3.00010 -4.28504 -0.247
O 2.43446 -5.44679 -3.60114 -0.242
O 3.99971 -3.82346 -2.52464 -0.231
H 5.56551 -5.14611 -2.45827 0.138
H 6.01649 -3.43681 -2.20605 0.124
H 6.43235 -4.49767 -4.65174 0.140
H 5.63621 -2.90220 -4.55984 0.136
C 2.70198 -4.30310 5.81980 -0.169
C 1.75078 -4.30320 4.62609 -0.175
O 2.29855 -3.35566 3.71236 -0.221
S 3.92347 -3.36130 3.85389 0.669
O 4.46412 -4.20717 2.81306 -0.241
O 4.36751 -2.00483 4.07574 -0.226
O 4.00986 -4.17319 5.26501 -0.184
H 2.52002 -3.44033 6.46868 0.135
H 2.62671 -5.22179 6.40770 0.140
H 0.73181 -4.02497 4.90545 0.136
H 1.73845 -5.28052 4.13211 0.135